1.
{
  "formula": "C5H13NS",
  "method": "ωB97M-V/def2-TZVPD",
  "symbols": ["C", "C", "C", "N", "H", "H", "H", "H", "H", "H", "H", "C", "C", "S", "H", "H", "H", "H", "H", "H"],
  "xyz": [[-3.1900, -0.2196, 0.1298], [-1.8216, -0.6051, 0.6128], [-1.0408, -1.4564, -0.0655], [0.1328, -2.0185, 0.4088], [-3.3868, -0.6756, -0.8389], [-3.9533, -0.5837, 0.8162], [-3.3226, 0.8565, 0.0311], [-1.4275, -0.1903, 1.5380], [-1.2487, -1.6642, -1.1122], [0.2830, -2.0106, 1.4023], [0.5034, -2.8191, -0.0668], [2.5167, 1.5329, 0.5327], [1.4882, 1.4380, -0.5794], [2.1736, 0.8890, -2.1669], [3.2205, 2.3380, 0.3405], [3.0588, 0.5959, 0.6503], [2.0187, 1.7751, 1.4772], [1.0998, 2.4226, -0.8559], [0.6256, 0.8229, -0.3236], [2.2702, -0.4279, -1.9305]],
  "forces_ev_per_angstrom": [[0.29, 0.15, 0.00], [0.32, -0.21, -0.42], [-0.18, 0.35, 0.15], [0.42, 0.36, -0.14], [-0.02, 0.00, -0.09], [-0.09, 0.01, 0.07], [-0.02, 0.12, 0.02], [-0.34, -0.23, 0.22], [-0.23, -0.40, 0.18], [-0.05, -0.08, 0.00], [-0.05, -0.03, -0.01], [-0.34, 0.14, 0.21], [-0.09, 0.10, -0.33], [0.05, -0.12, -0.24], [0.20, -0.06, -0.12], [0.02, 0.01, 0.03], [0.03, -0.11, -0.01], [-0.01, -0.01, 0.28], [0.12, -0.06, 0.04], [-0.02, 0.06, 0.17]],
  "de_lowest_kcal_mol": 17.7,
  "homo_energy_ev": -7.94,
  "charge": 0,
  "mol_weight_g_mol": 119.23
}



2.
{
  "formula": "C30H29N3O2",
  "method": "ωB97M-V/def2-TZVPD",
  "symbols": ["C", "C", "C", "O", "N", "C", "C", "C", "C", "N", "C", "C", "C", "C", "C", "C", "C", "C", "C", "C", "C", "C", "C", "C", "C", "C", "N", "C", "O", "C", "C", "C", "C", "C", "C", "H", "H", "H", "H", "H", "H", "H", "H", "H", "H", "H", "H", "H", "H", "H", "H", "H", "H", "H", "H", "H", "H", "H", "H", "H", "H", "H", "H", "H"],
  "xyz": [[3.4540, 2.1451, -1.5601], [1.9521, 1.9754, -1.3190], [1.2621, 1.5226, -2.6368], [0.5082, 2.2572, -3.2440], [1.6157, 0.2984, -3.0425], [1.0451, -0.2935, -4.2324], [-0.3782, -0.8153, -3.9920], [-0.4524, -1.7869, -2.8587], [0.3767, -2.8403, -2.6050], [-0.0155, -3.4887, -1.4636], [-1.1140, -2.8606, -0.9518], [-1.8566, -3.1243, 0.1934], [-2.9169, -2.2901, 0.4732], [-3.2451, -1.2257, -0.3711], [-2.5178, -0.9638, -1.5098], [-1.4244, -1.7772, -1.8099], [1.3125, 3.2553, -0.8537], [0.6111, 3.0766, 0.2503], [0.6570, 1.6460, 0.6887], [-0.6939, 0.9372, 0.4433], [-1.7077, 1.3048, 1.4828], [-2.6641, 2.2809, 1.2401], [-3.5865, 2.6191, 2.2149], [-3.5597, 1.9861, 3.4456], [-2.6071, 1.0127, 3.6969], [-1.6868, 0.6750, 2.7215], [1.6765, 1.0785, -0.1872], [2.2335, -0.1255, 0.0158], [2.8955, -0.7279, -0.8250], [2.0309, -0.7066, 1.3815], [2.6799, -0.1415, 2.4744], [2.5329, -0.6991, 3.7316], [1.7366, -1.8193, 3.9070], [1.1033, -2.3933, 2.8181], [1.2585, -1.8458, 1.5562], [3.9249, 2.5648, -0.6725], [3.9192, 1.1900, -1.7861], [3.6100, 2.8220, -2.3963], [2.1783, -0.2816, -2.4231], [1.7040, -1.1003, -4.5555], [1.0093, 0.4770, -5.0084], [-1.0218, 0.0374, -3.7726], [-0.7373, -1.2797, -4.9153], [1.2342, -3.1836, -3.1509], [0.4370, -4.2973, -1.0725], [-1.6077, -3.9540, 0.8396], [-3.5098, -2.4593, 1.3597], [-4.0857, -0.5981, -0.1150], [-2.7838, -0.1414, -2.1570], [1.4283, 4.1608, -1.4182], [0.0366, 3.8069, 0.7888], [0.9343, 1.5395, 1.7426], [-1.0462, 1.2062, -0.5535], [-0.5258, -0.1406, 0.4691], [-2.6880, 2.7729, 0.2783], [-4.3294, 3.3770, 2.0130], [-4.2808, 2.2479, 4.2059], [-2.5840, 0.5134, 4.6547], [-0.9481, -0.0908, 2.9153], [3.3036, 0.7304, 2.3350], [3.0389, -0.2572, 4.5772], [1.6155, -2.2468, 4.8913], [0.4862, -3.2697, 2.9504], [0.7721, -2.2916, 0.7033]],
  "forces_ev_per_angstrom": [[-0.05, -0.11, 0.04], [0.25, 0.15, -0.43], [0.38, -0.10, 0.49], [-0.30, 0.30, -0.24], [0.12, -0.43, -0.24], [-0.34, 0.23, -0.07], [0.23, -0.06, -0.08], [0.16, -0.11, -0.18], [-0.03, 0.29, -0.26], [0.15, -0.37, 0.20], [-0.38, 0.35, -0.07], [0.01, -0.06, 0.11], [0.05, -0.13, 0.12], [-0.15, 0.18, -0.09], [-0.05, -0.06, 0.02], [0.13, -0.40, 0.28], [-0.06, -0.16, 0.10], [0.27, -0.11, 0.04], [-0.59, -0.12, 0.26], [0.18, 0.10, 0.23], [-0.02, -0.02, -0.11], [0.03, -0.02, 0.00], [-0.09, 0.08, 0.03], [-0.09, 0.04, 0.06], [0.02, -0.04, 0.09], [0.01, 0.03, -0.01], [0.09, 0.25, -0.05], [-0.01, -0.11, 0.09], [0.15, -0.18, 0.00], [0.16, -0.20, 0.18], [-0.05, -0.03, -0.11], [0.05, 0.05, 0.07], [-0.01, -0.03, 0.07], [-0.03, -0.04, 0.01], [0.06, 0.09, -0.10], [0.01, 0.05, 0.06], [0.06, 0.02, -0.05], [0.02, 0.09, -0.08], [-0.04, 0.18, 0.03], [0.00, 0.04, -0.04], [0.08, -0.17, 0.00], [-0.01, 0.02, -0.08], [-0.07, 0.10, -0.01], [0.17, -0.05, -0.10], [-0.06, 0.10, -0.04], [0.00, -0.08, 0.09], [-0.04, -0.03, 0.08], [-0.07, 0.07, 0.01], [-0.03, 0.12, -0.06], [-0.04, 0.19, -0.11], [-0.11, 0.20, 0.05], [-0.03, 0.03, -0.16], [0.03, -0.05, -0.05], [-0.06, -0.02, -0.06], [-0.01, 0.05, -0.13], [-0.06, 0.06, -0.02], [-0.06, 0.02, 0.06], [0.00, -0.04, 0.08], [0.10, -0.12, 0.01], [0.03, 0.11, -0.01], [0.04, 0.03, 0.06], [-0.01, -0.04, 0.08], [-0.06, -0.08, 0.01], [-0.05, -0.03, -0.10]],
  "de_lowest_kcal_mol": 0.0,
  "homo_energy_ev": -7.89,
  "charge": 0,
  "mol_weight_g_mol": 463.58
}